Record 1
# C5H6S

The molecule C5H6S at a distorted geometry (ωB97M-V/def2-TZVPD, the OMol25 dataset).

```
! RIJCOSX wB97M-V def2-TZVPD def2/J DEFGRID3
* xyz 0 1
C 0.337 -1.742 1.272
C 0.095 -0.733 0.432
C -1.163 -0.789 -0.497
C -1.121 0.508 -1.245
C -0.114 1.318 -0.834
S 0.990 0.777 0.391
H -0.245 -2.600 1.206
H 1.238 -1.880 1.809
H -2.047 -0.864 0.167
H -1.195 -1.666 -1.149
H -1.845 0.847 -1.964
H 0.052 2.358 -1.101
*
```

Output
E_tot: -16116.0754 eV
energy relative to the best compared isomer or geometry (same formula, charge and spin): 44.7 kJ/mol
frontier orbital gap: 8.7 eV
LUMO level: 0.0345 Ha
HOMO energy: -7.81 eV
structure (SMILES): C=C1CC=CS1



Record 2
# C5H6S2

A structure of composition C5H6S2 at a distorted geometry (ωB97M-V/def2-TZVPD, the OMol25 dataset).

```
! RIJCOSX wB97M-V def2-TZVPD def2/J DEFGRID3
* xyz 0 1
C 0.498 1.311 -0.540
C 0.640 0.691 0.936
C 0.526 -0.187 -1.112
C -0.670 -0.865 -0.418
C -0.570 -0.280 0.977
H -0.386 1.972 -0.768
H 1.488 1.853 -0.797
H 0.720 1.420 1.810
H 0.873 -0.303 -2.152
H -0.730 -1.936 -0.498
H -0.835 -0.876 1.793
S 1.891 -0.442 0.141
S -2.121 0.057 -0.044
*
```

Output
E_tot: -26950.4817 eV
energy relative to the best compared isomer or geometry (same formula, charge and spin): 139.3 kJ/mol
frontier orbital gap: 9.3 eV
LUMO level: 0.0279 Ha
HOMO energy: -8.53 eV



Record 3
# C5H6S3

The molecule C5H6S3 at a distorted geometry (ωB97M-V/def2-TZVPD, the OMol25 dataset).

```
! RIJCOSX wB97M-V def2-TZVPD def2/J DEFGRID3
* xyz 0 1
S -1.561 1.706 -1.417
C -0.673 0.695 -0.545
S 0.057 -0.743 -1.306
C 1.706 -0.898 -0.560
C 1.843 -1.548 0.779
C 1.024 -1.505 1.813
C -0.282 -0.682 1.854
S -0.272 0.988 1.087
H 2.269 0.055 -0.670
H 2.269 -1.554 -1.235
H 2.671 -2.260 0.844
H 1.124 -2.095 2.727
H -0.431 -0.501 2.921
H -1.198 -1.236 1.524
*
```

Output
E_tot: -37786.6989 eV
energy relative to the best compared isomer or geometry (same formula, charge and spin): 105.5 kJ/mol
frontier orbital gap: 8.2 eV
LUMO level: -0.0115 Ha
HOMO energy: -8.49 eV
structure (SMILES): S=C1SCC=CCS1



Record 4
# C5H7B

The molecule C5H7B at a distorted geometry (ωB97M-V/def2-TZVPD, the OMol25 dataset).

```
! RIJCOSX wB97M-V def2-TZVPD def2/J DEFGRID3
* xyz 0 1
C 1.894 0.020 -0.013
B 0.335 0.021 -0.022
C -0.700 1.153 -0.013
C -1.962 0.735 -0.004
C -1.948 -0.739 -0.003
C -0.679 -1.133 -0.015
H 2.249 -0.331 0.956
H 2.336 0.997 -0.189
H 2.301 -0.678 -0.743
H -0.492 2.220 -0.015
H -2.857 1.333 0.004
H -2.834 -1.351 0.010
H -0.449 -2.195 -0.016
*
```

Output
E_tot: -5973.0653 eV
energy relative to the best compared isomer or geometry (same formula, charge and spin): 0.0 kJ/mol
frontier orbital gap: 7.8 eV
LUMO level: -0.0253 Ha
HOMO energy: -8.48 eV
structure (SMILES): CB1C=CC=C1



Record 5
# C5H7BBrNO2

The molecule C5H7BBrNO2 (ωB97M-V/def2-TZVPD, the OMol25 dataset).

```
! RIJCOSX wB97M-V def2-TZVPD def2/J DEFGRID3
* xyz 0 1
O 0.614 2.280 1.282
B 0.414 1.693 0.086
O 0.297 2.337 -1.093
C 0.326 0.092 0.051
Br 2.336 -0.353 -0.124
C -0.137 -0.562 1.294
C -0.701 -1.777 1.246
N -0.719 -2.544 0.099
C -0.513 -1.978 -1.015
C -0.369 -0.495 -1.171
H 0.741 3.228 1.316
H 0.420 3.287 -1.109
H 0.041 -0.045 2.223
H -1.087 -2.274 2.123
H -0.452 -2.608 -1.893
H 0.157 -0.236 -2.089
H -1.368 -0.044 -1.226
*
```

Output
E_tot: -81604.6896 eV
energy relative to the best compared isomer or geometry (same formula, charge and spin): 0.0 kJ/mol
frontier orbital gap: 8.9 eV
LUMO level: 0.0021 Ha
HOMO energy: -8.88 eV
structure (SMILES): OB(O)[C@@]1(Br)C=CN=CC1



Record 6
# C5H7BClNO2

The molecule C5H7BClNO2 at a distorted geometry (ωB97M-V/def2-TZVPD, the OMol25 dataset).

```
! RIJCOSX wB97M-V def2-TZVPD def2/J DEFGRID3
* xyz 0 1
O -1.219 -1.593 0.432
B 0.081 -1.284 0.640
O 0.824 -1.609 1.668
C 0.712 -0.375 -0.589
C -0.410 0.332 -1.319
C -0.841 1.533 -0.886
C -0.121 2.206 0.138
N 1.066 1.937 0.560
C 1.718 0.672 0.232
Cl 3.044 1.145 -0.873
H -1.827 -1.777 1.106
H 0.336 -1.918 2.408
H 1.378 -0.966 -1.192
H -1.118 -0.243 -1.926
H -1.542 2.080 -1.385
H -0.463 3.191 0.376
H 2.113 0.139 0.988
*
```

Output
E_tot: -24083.3879 eV
energy relative to the best compared isomer or geometry (same formula, charge and spin): 1.1 kJ/mol
frontier orbital gap: 9.0 eV
LUMO level: 0.0005 Ha
HOMO energy: -8.97 eV
structure (SMILES): OB(O)[C@H]1C=CC=N[C@@H]1Cl



Record 7
# C5H7BO

The molecule C5H7BO at a distorted geometry (ωB97M-V/def2-TZVPD, the OMol25 dataset).

```
! RIJCOSX wB97M-V def2-TZVPD def2/J DEFGRID3
* xyz 0 1
O -0.338 -1.344 2.298
B -0.105 -1.167 1.028
C -0.676 0.331 0.442
C 0.561 1.101 0.349
C 1.028 0.972 -0.913
C -0.002 0.482 -1.802
C -1.013 0.108 -1.052
H 0.120 -2.047 2.748
H 0.656 -1.929 0.504
H -1.388 0.767 1.058
H 1.217 1.649 1.066
H 1.940 1.324 -1.469
H -0.051 0.072 -2.843
H -1.949 -0.320 -1.414
*
```

Output
E_tot: -8021.5098 eV
energy relative to the best compared isomer or geometry (same formula, charge and spin): 77.8 kJ/mol
frontier orbital gap: 9.0 eV
LUMO level: 0.0209 Ha
HOMO energy: -8.43 eV
structure (SMILES): OBC1C=CC=C1



Record 8
# C5H7Br

A cluster of 2 separate species, C5H7Br in total at a distorted geometry (ωB97M-V/def2-TZVPD, the OMol25 dataset).

```
! RIJCOSX wB97M-V def2-TZVPD def2/J DEFGRID3
* xyz 0 1
C 0.897 -0.917 -0.155
C 0.772 1.150 0.534
C -0.121 0.230 -0.314
C 0.400 -0.204 1.022
C -1.403 0.258 -1.100
Br -0.113 -1.551 3.891
H 0.633 -2.054 -0.352
H 1.981 -0.662 -0.419
H 1.803 1.259 0.250
H 0.300 2.039 0.965
H -2.142 0.970 -0.878
H -1.848 -0.853 -1.266
H -1.158 0.335 -2.178
*
```

Output
E_tot: -75334.2547 eV
energy relative to the best compared isomer or geometry (same formula, charge and spin): 536.8 kJ/mol
frontier orbital gap: 6.1 eV
LUMO level: -0.1178 Ha
HOMO energy: -9.28 eV



Record 9
# C5H7Br

The molecule C5H7Br at a distorted geometry (ωB97M-V/def2-TZVPD, the OMol25 dataset).

```
! RIJCOSX wB97M-V def2-TZVPD def2/J DEFGRID3
* xyz 0 1
C 0.507 -1.845 -0.153
C -0.311 -0.667 -0.286
C -1.369 0.022 -0.361
Br -3.449 -0.315 -0.334
C -0.169 0.920 -0.486
C 0.459 1.730 0.719
H 1.353 -1.854 0.572
H 1.136 -2.110 -1.090
H 0.046 -2.750 0.037
H -0.025 1.299 -1.547
H 1.406 1.110 0.888
H -0.213 1.710 1.655
H 0.628 2.749 0.387
*
```

Output
E_tot: -75337.4358 eV
energy relative to the best compared isomer or geometry (same formula, charge and spin): 229.9 kJ/mol
frontier orbital gap: 9.7 eV
LUMO level: 0.0136 Ha
HOMO energy: -9.29 eV
structure (SMILES): CC1=C(Br)[C@H]1C



Record 10
# C5H7Br2NO

A cluster of 3 separate species, C5H7Br2NO in total at a distorted geometry (ωB97M-V/def2-TZVPD, the OMol25 dataset).

```
! RIJCOSX wB97M-V def2-TZVPD def2/J DEFGRID3
* xyz 0 3
C 1.192 1.552 -0.506
C -1.830 -0.063 -1.541
C 2.366 0.545 1.369
C -2.117 0.141 -0.115
C 1.884 0.484 0.130
N 0.606 2.334 -1.106
O -1.793 -0.602 0.768
Br 0.387 -3.086 2.459
Br 2.086 -1.125 -0.847
H -1.455 0.771 -2.159
H -0.998 -0.899 -1.704
H -2.784 -0.187 -2.099
H 2.161 1.546 1.919
H 2.774 -0.292 1.759
H -2.654 1.082 0.316
H 0.175 -2.201 1.356
*
```

Output
E_tot: -148915.0333 eV
energy relative to the best compared isomer or geometry (same formula, charge and spin): 0.0 kJ/mol
frontier orbital gap (alpha / beta): 7.1 / 6.4 eV
LUMO level (alpha / beta): 0.0065 / -0.1359 Ha
HOMO energy (alpha / beta): -6.92 / -10.06 eV
expectation value of S²: 2.016



Record 11
# C5H7Br3N

A structure of composition C5H7Br3N at a distorted geometry (ωB97M-V/def2-TZVPD, the OMol25 dataset).

```
! RIJCOSX wB97M-V def2-TZVPD def2/J DEFGRID3
* xyz 1 1
C 2.607 0.371 0.439
C 1.659 1.200 -0.039
C 1.943 -0.981 0.464
C 0.688 -0.808 -0.130
C -3.354 0.183 -0.266
N 0.512 0.485 -0.490
Br -2.661 1.896 0.276
Br -2.779 -1.227 0.985
Br -5.252 0.306 -0.380
H 3.753 0.468 0.612
H 1.791 2.219 -0.197
H 2.409 -1.690 -0.192
H 1.862 -1.536 1.325
H -2.824 -0.208 -1.133
H -0.044 -1.569 -0.236
H -0.309 0.889 -1.036
*
```

Output
E_tot: -216907.3308 eV
energy relative to the best compared isomer or geometry (same formula, charge and spin): 0.0 kJ/mol
frontier orbital gap: 8.5 eV
LUMO level: -0.1776 Ha
HOMO energy: -13.38 eV



Record 12
# C5H7Br9Ca2O3

A structure of composition C5H7Br9Ca2O3 at a distorted geometry (ωB97M-V/def2-TZVPD, the OMol25 dataset).

```
! RIJCOSX wB97M-V def2-TZVPD def2/J DEFGRID3
* xyz 2 1
Ca 1.383 -0.193 4.301
Ca -1.652 -2.776 4.353
O -0.306 -1.312 5.479
H -0.737 -1.063 6.301
C 0.353 -1.766 0.316
C 0.747 -1.451 1.746
O 0.230 -2.107 2.713
O 1.674 -0.631 1.960
H -0.454 -1.049 0.113
H 0.066 -2.794 0.140
H 1.132 -1.424 -0.359
C -2.700 1.676 -1.396
Br -3.880 0.261 -2.115
Br -3.743 2.999 -0.431
Br -1.659 2.458 -2.853
H -2.049 1.148 -0.716
C 0.517 -1.255 -5.678
Br 2.030 -0.501 -6.591
Br -1.011 -0.033 -5.621
Br 1.112 -1.759 -3.862
H 0.205 -2.126 -6.234
C 1.861 2.638 1.657
Br 1.612 2.877 3.590
Br 2.701 4.216 0.960
Br 0.138 2.225 0.776
H 2.432 1.743 1.451
*
```

Output
E_tot: -678688.7998 eV
energy relative to the best compared isomer or geometry (same formula, charge and spin): 8.6 kJ/mol
frontier orbital gap: 4.9 eV
LUMO level: -0.3078 Ha
HOMO energy: -13.33 eV



Record 13
# C5H7BrClNS

A cluster of 2 separate species, C5H7BrClNS in total at a distorted geometry (ωB97M-V/def2-TZVPD, the OMol25 dataset).

```
! RIJCOSX wB97M-V def2-TZVPD def2/J DEFGRID3
* xyz 0 1
C -0.638 -1.072 -0.850
C 0.281 -0.095 -0.160
Br -0.428 1.629 -0.373
C 1.451 -0.297 0.494
C 2.298 0.802 1.063
Cl 3.606 1.023 -0.109
H -1.571 -0.526 -1.043
H -0.118 -1.502 -1.734
H -0.942 -1.923 -0.106
H 1.849 -1.286 0.601
H 1.720 1.680 1.357
H 2.750 0.539 2.018
N -2.934 0.029 1.608
C -3.771 0.423 0.813
S -4.483 0.890 -0.510
H -2.893 0.097 2.606
*
```

Output
E_tot: -100187.4738 eV
energy relative to the best compared isomer or geometry (same formula, charge and spin): 0.0 kJ/mol
frontier orbital gap: 9.5 eV
LUMO level: 0.0142 Ha
HOMO energy: -9.10 eV
structure (SMILES): C/C(Br)=C/CCl.N=C=S



Record 14
# C5H7BrN2O2

A cluster of 2 separate species, C5H7BrN2O2 in total at a distorted geometry (ωB97M-V/def2-TZVPD, the OMol25 dataset).

```
! RIJCOSX wB97M-V def2-TZVPD def2/J DEFGRID3
* xyz 0 1
C 3.103 -2.047 0.135
C 2.733 -2.923 -0.615
C -1.384 1.640 0.751
C 0.463 0.629 -0.597
C -2.845 1.282 1.109
N 0.774 -0.476 -1.218
N -0.640 0.605 0.207
O -0.976 2.763 0.868
O -0.014 -1.502 -1.287
Br 1.597 2.123 -0.574
H 3.870 -1.418 0.478
H 1.933 -3.452 -1.035
H -2.821 0.977 2.130
H -3.321 2.194 0.806
H -3.009 0.316 0.530
H 1.705 -0.427 -1.791
H -1.170 -0.284 0.104
*
```

Output
E_tot: -82411.1984 eV
energy relative to the best compared isomer or geometry (same formula, charge and spin): 303.2 kJ/mol
frontier orbital gap (alpha / beta): 8.9 / 8.9 eV
LUMO level (alpha / beta): 0.0172 / 0.0172 Ha
HOMO energy (alpha / beta): -8.47 / -8.47 eV



Record 15
# C5H7BrO

The molecule C5H7BrO at a distorted geometry (ωB97M-V/def2-TZVPD, the OMol25 dataset).

```
! RIJCOSX wB97M-V def2-TZVPD def2/J DEFGRID3
* xyz 0 1
C -0.566 -1.893 -0.125
C -0.676 -0.538 0.582
O -0.945 -0.412 1.759
C -0.066 0.550 -0.132
C 0.663 1.572 0.836
C -0.641 1.931 0.191
Br -2.263 2.067 1.155
H -0.921 -2.744 0.652
H 0.455 -2.211 -0.330
H -1.078 -1.859 -1.011
H 0.533 0.413 -1.029
H 0.681 1.286 1.790
H 1.592 2.141 0.669
H -0.749 2.636 -0.512
*
```

Output
E_tot: -77386.3314 eV
energy relative to the best compared isomer or geometry (same formula, charge and spin): 114.3 kJ/mol
frontier orbital gap: 10.2 eV
LUMO level: 0.0300 Ha
HOMO energy: -9.43 eV
structure (SMILES): CC(=O)[C@@H]1C[C@@H]1Br



Record 16
# C5H7BrO

A cluster of 2 separate species, C5H7BrO in total at a distorted geometry (ωB97M-V/def2-TZVPD, the OMol25 dataset).

```
! RIJCOSX wB97M-V def2-TZVPD def2/J DEFGRID3
* xyz 0 1
C -2.526 -0.876 -0.367
C -1.834 0.104 0.088
C -0.996 0.981 0.593
O -0.743 2.246 0.137
H -3.620 -0.746 -0.137
H -1.958 -1.711 -0.877
H -0.747 0.894 1.598
H -1.515 2.576 -0.331
C 1.602 -0.744 0.020
C 2.811 -0.332 -0.298
Br 4.418 -1.364 -0.053
H 1.333 -1.692 0.509
H 0.731 -0.001 -0.167
H 3.043 0.665 -0.716
*
```

Output
E_tot: -77384.7326 eV
energy relative to the best compared isomer or geometry (same formula, charge and spin): 268.5 kJ/mol
frontier orbital gap: 9.8 eV
LUMO level: 0.0213 Ha
HOMO energy: -9.23 eV
structure (SMILES): C=C=CO.C=CBr



Record 17
# C5H7BrS

A cluster of 2 separate species, C5H7BrS in total at a distorted geometry (ωB97M-V/def2-TZVPD, the OMol25 dataset).

```
! RIJCOSX wB97M-V def2-TZVPD def2/J DEFGRID3
* xyz 0 1
C 1.097 -0.644 1.969
C 0.586 -0.075 0.867
C 1.491 -1.922 2.011
C -0.867 -0.593 -1.049
C 0.516 -0.656 -0.418
S 1.728 -3.450 1.887
Br 1.540 3.001 0.969
H 1.234 -0.073 3.008
H 0.208 0.968 0.808
H -1.476 -1.020 -0.189
H -0.662 -1.271 -1.836
H -1.140 0.474 -1.165
H 1.280 -0.272 -1.143
H 0.791 -1.731 -0.464
*
```

Output
E_tot: -86172.2830 eV
energy relative to the best compared isomer or geometry (same formula, charge and spin): 272.0 kJ/mol
frontier orbital gap (alpha / beta): 5.0 / 4.9 eV
LUMO level (alpha / beta): -0.0961 / -0.0967 Ha
HOMO energy (alpha / beta): -7.61 / -7.58 eV



Record 18
# C5H7Cl

The molecule C5H7Cl at a distorted geometry (ωB97M-V/def2-TZVPD, the OMol25 dataset).

```
! RIJCOSX wB97M-V def2-TZVPD def2/J DEFGRID3
* xyz 0 1
C 2.284 -0.098 -0.236
C 1.275 0.437 0.460
C -0.064 0.574 -0.147
Cl -0.593 2.394 -0.092
C -1.220 -0.197 0.509
C -2.033 -0.902 -0.203
H 3.229 -0.333 0.227
H 2.193 -0.655 -1.217
H 1.299 0.806 1.527
H -0.065 0.229 -1.154
H -1.504 0.044 1.456
H -1.893 -0.926 -1.292
H -2.907 -1.372 0.162
*
```

Output
E_tot: -17819.1075 eV
energy relative to the best compared isomer or geometry (same formula, charge and spin): 132.3 kJ/mol
frontier orbital gap: 10.8 eV
LUMO level: 0.0263 Ha
HOMO energy: -10.08 eV
structure (SMILES): C=CC(Cl)C=C



Record 19
# C5H7Cl

The molecule C5H7Cl at a distorted geometry (ωB97M-V/def2-TZVPD, the OMol25 dataset).

```
! RIJCOSX wB97M-V def2-TZVPD def2/J DEFGRID3
* xyz 0 1
Cl -3.014 0.029 0.002
C -1.334 0.065 -0.053
C -0.616 1.220 -0.120
C 0.815 0.923 0.100
C 1.013 -0.608 -0.093
C -0.407 -1.181 0.020
H -0.992 2.258 -0.205
H 1.442 1.517 -0.565
H 1.078 1.230 1.146
H 1.499 -0.799 -1.062
H 1.634 -1.036 0.658
H -0.556 -1.712 0.968
H -0.562 -1.905 -0.797
*
```

Output
E_tot: -17820.3467 eV
energy relative to the best compared isomer or geometry (same formula, charge and spin): 12.7 kJ/mol
frontier orbital gap: 9.9 eV
LUMO level: 0.0412 Ha
HOMO energy: -8.73 eV
structure (SMILES): ClC1=CCCC1



Record 20
# C5H7Cl

The molecule C5H7Cl at a distorted geometry (ωB97M-V/def2-TZVPD, the OMol25 dataset).

```
! RIJCOSX wB97M-V def2-TZVPD def2/J DEFGRID3
* xyz 0 1
C -1.459 -0.359 -1.051
C -1.073 0.367 -2.030
C -0.493 0.209 0.942
C -1.343 -0.801 0.333
C 0.947 -0.139 1.179
Cl -3.066 -0.817 1.056
H -1.232 0.229 -3.108
H -0.518 1.313 -2.075
H -1.033 1.074 1.110
H -1.000 -1.754 0.601
H 1.289 -0.601 0.346
H 1.104 -0.907 1.855
H 1.614 0.693 1.327
*
```

Output
E_tot: -17815.8091 eV
energy relative to the best compared isomer or geometry (same formula, charge and spin): 450.5 kJ/mol
frontier orbital gap (alpha / beta): 8.2 / 8.4 eV
LUMO level (alpha / beta): 0.0063 / 0.0088 Ha
HOMO energy (alpha / beta): -8.02 / -8.13 eV